(1)
{"formula": "C11H13F6HgN4O7S3", "method": "ωB97M-V with the def2-TZVPD basis set", "spin_multiplicity": 2, "de_lowest_ev": 0.981, "molar_mass_g_mol": 724.03, "gap_ev": [8.3, 8.4], "s_squared": 0.75, "symbols": ["Hg", "S", "S", "S", "F", "F", "F", "F", "F", "F", "O", "O", "O", "O", "O", "O", "O", "N", "N", "N", "N", "C", "C", "C", "C", "C", "C", "C", "C", "C", "C", "C", "H", "H", "H", "H", "H", "H", "H", "H", "H", "H", "H", "H", "H"], "coordinates": [[-1.750, 1.555, 0.288], [1.251, -1.588, -1.100], [-2.512, -0.770, -1.423], [0.133, 2.598, 2.556], [-0.613, -4.645, -0.265], [-1.642, 3.549, 4.315], [-2.037, -3.542, 0.949], [-0.570, 1.782, 4.969], [-2.157, 1.607, 3.501], [-2.711, -4.583, -0.840], [-0.888, 3.065, 1.458], [1.877, -0.370, -1.536], [-2.361, -0.977, -2.876], [0.888, 3.764, 2.994], [-3.148, 0.645, -1.215], [0.985, -2.605, -2.064], [-0.784, -0.662, 1.885], [-1.098, 3.596, -1.419], [-0.945, 1.312, -3.137], [-0.161, -1.169, -0.260], [-0.954, -0.213, -0.859], [0.149, 3.269, -2.113], [-1.721, -3.927, -0.276], [-1.143, 2.384, 3.920], [3.175, -2.951, 0.444], [-0.144, 2.529, -3.405], [2.781, -3.102, 2.829], [-0.025, -1.210, 1.120], [3.561, -3.377, 1.710], [1.995, -2.243, 0.353], [1.590, -2.396, 2.715], [1.204, -1.972, 1.458], [3.107, -3.447, 3.801], [0.971, -2.176, 3.574], [3.774, -3.163, -0.430], [-1.886, 1.516, -2.772], [0.758, 4.144, -2.360], [-0.553, 0.705, -2.370], [0.785, 2.231, -3.888], [-1.707, 4.164, -1.999], [-0.903, 4.125, -0.573], [4.482, -3.932, 1.826], [-0.708, 3.155, -4.097], [-1.091, 0.691, -3.933], [0.747, 2.634, -1.455]], "lowdin_spin": [0.000, 0.003, 0.019, 0.000, 0.124, 0.000, 0.121, 0.000, 0.000, 0.124, 0.000, 0.000, 0.004, 0.000, 0.005, 0.003, 0.002, 0.000, 0.000, 0.012, -0.002, 0.000, 0.581, 0.000, 0.000, 0.000, 0.000, 0.002, 0.000, 0.000, 0.000, 0.000, 0.000, 0.000, 0.000, 0.000, 0.000, 0.000, 0.000, 0.000, 0.000, 0.000, 0.000, 0.000, 0.000]}



(2)
{"formula": "C11H13INO4", "method": "ωB97M-V with the def2-TZVPD basis set", "charge": -1, "molar_mass_g_mol": 350.13, "gap_ev": 3.7, "symbols": ["I", "O", "O", "O", "O", "N", "C", "C", "C", "C", "C", "C", "C", "C", "C", "C", "C", "H", "H", "H", "H", "H", "H", "H", "H", "H", "H", "H", "H", "H"], "coordinates": [[-1.226, -0.963, -0.543], [-2.103, 1.604, -2.151], [-3.397, 6.336, -0.165], [5.411, -1.596, -0.002], [5.024, -3.783, -0.456], [2.627, -2.022, 1.018], [-2.400, 2.686, -1.697], [4.883, -2.719, 0.202], [-3.763, 3.247, -1.870], [-4.086, 4.436, -1.371], [-1.737, 4.689, -0.446], [-1.413, 3.499, -0.944], [1.549, -2.855, 0.507], [0.303, -2.781, 1.409], [-3.099, 5.251, -0.620], [3.863, -2.728, 1.352], [-1.018, -2.722, 0.674], [-0.427, 3.067, -0.827], [4.337, -2.199, 2.176], [-4.468, 2.635, -2.419], [-1.823, -2.670, 1.392], [1.250, -2.510, -0.479], [3.665, -3.732, 1.701], [-1.177, -3.588, 0.049], [0.403, -1.922, 2.056], [-5.074, 4.866, -1.485], [0.252, -3.665, 2.042], [-1.033, 5.298, 0.106], [2.824, -1.268, 0.381], [1.854, -3.889, 0.412]], "nbo_charge": [0.040, -0.479, -0.500, -0.797, -0.787, -0.644, 0.477, 0.730, -0.222, -0.236, -0.230, -0.223, -0.224, -0.442, 0.478, -0.322, -0.488, 0.244, 0.178, 0.231, 0.208, 0.181, 0.173, 0.207, 0.217, 0.228, 0.199, 0.231, 0.377, 0.195]}



(3)
{"formula": "C11H13INOP", "method": "ωB97M-V with the def2-TZVPD basis set", "de_lowest_ev": 0.520, "molar_mass_g_mol": 333.11, "gap_ev": [6.9, 6.9], "symbols": ["I", "P", "O", "N", "C", "C", "C", "C", "C", "C", "C", "C", "C", "C", "C", "H", "H", "H", "H", "H", "H", "H", "H", "H", "H", "H", "H", "H"], "coordinates": [[-1.727, -1.222, 1.887], [-0.530, 1.367, 0.483], [-0.642, 2.828, 0.429], [-1.770, 0.774, 1.500], [1.984, -0.223, 1.330], [-1.042, 1.387, -2.295], [2.874, -0.321, 0.301], [-0.962, 0.534, -1.080], [2.136, -0.758, 2.572], [-4.465, -0.142, -2.179], [-3.144, -0.102, -2.253], [3.315, -1.467, 2.801], [4.259, -1.592, 1.798], [-2.314, 0.938, -1.635], [4.049, -1.023, 0.554], [3.483, -1.914, 3.769], [-5.035, -0.925, -2.650], [-0.649, -0.496, -1.180], [4.791, -1.114, -0.227], [2.693, 0.125, -0.665], [-5.028, 0.610, -1.650], [-0.771, 0.958, -3.250], [5.171, -2.138, 1.992], [-0.783, 2.431, -2.190], [1.402, -0.654, 3.356], [-1.837, 1.317, 2.350], [-2.858, 1.692, -1.077], [-2.601, -0.870, -2.791]], "nbo_charge": [0.335, 1.871, -1.051, -1.140, 0.026, -0.392, -0.331, -0.622, -0.333, -0.387, -0.173, -0.197, -0.229, -0.250, -0.198, 0.216, 0.201, 0.260, 0.216, 0.230, 0.194, 0.221, 0.216, 0.244, 0.232, 0.408, 0.237, 0.195]}



(4)
{"formula": "C11H13LuN3O5P", "method": "ωB97M-V with the def2-TZVPD basis set", "charge": 2, "de_lowest_ev": 0.000, "molar_mass_g_mol": 473.18, "gap_ev": 5.3, "symbols": ["Lu", "P", "O", "O", "O", "O", "O", "N", "N", "N", "C", "C", "C", "C", "C", "C", "C", "C", "C", "C", "C", "H", "H", "H", "H", "H", "H", "H", "H", "H", "H", "H", "H", "H"], "coordinates": [[-0.044, 0.337, -2.561], [0.025, -0.835, -0.045], [3.367, 0.826, -2.760], [-0.144, -1.393, -3.987], [-0.018, 3.610, -0.888], [-0.011, 2.946, -4.956], [-3.456, 0.810, -2.785], [-1.263, 0.182, 2.210], [0.022, -2.000, 2.441], [1.264, 0.210, 2.227], [-1.360, 0.177, 0.729], [0.033, -0.434, -4.731], [0.036, -2.358, 1.034], [1.382, 0.216, 0.750], [1.245, -1.149, 2.800], [-0.027, 2.613, -1.472], [-0.014, 0.888, 2.655], [2.221, 0.779, -2.633], [-0.019, 2.127, -4.146], [-1.218, -1.178, 2.787], [-2.313, 0.765, -2.658], [0.162, -0.403, -5.841], [2.103, -1.720, 2.460], [-0.828, -2.978, 0.776], [-2.059, -1.770, 2.442], [1.304, -1.081, 3.902], [-0.020, 1.893, 2.235], [-1.289, -1.109, 3.888], [0.914, -2.966, 0.788], [-1.340, 1.202, 0.360], [1.332, 1.241, 0.379], [-2.319, -0.237, 0.407], [2.354, -0.173, 0.433], [-0.019, 0.963, 3.758]], "lowdin_charge": [1.071, 0.938, 0.223, -0.149, 0.193, 0.192, 0.230, -0.125, -0.119, -0.126, -0.333, -0.197, -0.314, -0.326, -0.141, -0.040, -0.134, 0.001, -0.132, -0.142, 0.016, 0.109, 0.126, 0.103, 0.126, 0.144, 0.123, 0.145, 0.104, 0.054, 0.056, 0.089, 0.090, 0.145]}